DFT (ωB97M-V/def2-TZVPD) results for a molecular structure, C22H24ClN4O2PPdS5.

Output
Net charge = -1
Spin multiplicity = 6
Total energy = -112729.110 eV
Kohn-Sham gap (alpha / beta) = 4.8 / 5.4 eV
LUMO level (alpha / beta) = 0.087 / 0.014 Eh
ΔE to the lowest compared entry with this formula, charge and spin = 4.94 kcal per mole
HOMO energy (alpha / beta) = -2.48 / -5.07 eV

Each line ends with the natural charge from an NBO analysis.
Element x y z (Å)
Pd (-0.33984, -0.02109, 0.25065)  0.65
S (1.40541, 0.41941, 1.83526)  -0.05
C (1.38699, 2.12985, 1.75158)  -0.26
C (2.52034, 2.90122, 1.96837)  -0.18
C (2.50609, 4.29133, 1.93634)  -0.22
C (3.68507, 5.01672, 2.14336)  0.26
N (4.66442, 5.61373, 2.31741)  -0.39
C (1.22871, 4.98086, 1.66136)  -0.26
C (0.07147, 4.21318, 1.52541)  -0.13
C (0.08871, 2.82565, 1.53480)  -0.32
S (-1.32044, 1.89680, 1.29868)  0.02
C (1.18006, 6.36941, 1.49326)  0.28
N (1.12804, 7.51882, 1.34276)  -0.39
H (3.45946, 2.39388, 2.15369)  0.23
H (-0.87041, 4.71761, 1.34125)  0.22
C (-2.47668, -5.59932, -1.42856)  -0.63
C (-3.33809, -4.53638, -0.78615)  -0.06
O (-2.60897, -3.92572, 0.29926)  -0.83
P (-2.25144, -2.38032, 0.19740)  1.67
S (-1.12819, -1.85747, 1.74450)  -0.52
S (-1.34082, -1.80460, -1.47619)  -0.68
O (-3.73834, -1.77081, 0.27019)  -0.85
C (-3.99442, -0.37688, -0.00018)  -0.06
C (-4.71438, 0.23154, 1.17840)  -0.63
H (-3.03987, -6.13324, -2.19565)  0.21
H (-2.14065, -6.31827, -0.68103)  0.21
H (-1.60188, -5.14363, -1.89222)  0.22
H (-4.24768, -4.95529, -0.35341)  0.18
H (-3.62975, -3.77612, -1.51376)  0.19
H (-4.58264, -0.33466, -0.91846)  0.18
H (-3.05948, 0.14407, -0.19076)  0.20
H (-5.63756, -0.30926, 1.39176)  0.20
H (-4.95858, 1.27331, 0.96806)  0.22
H (-4.07535, 0.20077, 2.06139)  0.23
S (-0.58240, 1.77641, -2.11938)  -0.26
C (0.97773, 2.38652, -2.26260)  0.32
N (1.58990, 3.17003, -1.37503)  -0.59
C (2.94920, 3.51644, -1.74789)  -0.22
C (3.18255, 2.61385, -2.97484)  -0.23
N (1.83119, 2.16475, -3.29408)  -0.61
H (1.11554, 3.49199, -0.54568)  0.45
H (3.64200, 3.30138, -0.93334)  0.22
H (3.02719, 4.57620, -2.00179)  0.20
H (3.83223, 1.76888, -2.73033)  0.20
H (3.61866, 3.16501, -3.80746)  0.20
H (1.64978, 1.36900, -3.87987)  0.41
Cl (4.70309, 0.52525, 0.04206)  -0.03
C (4.04142, -1.07440, 0.20496)  0.11
C (4.67798, -1.96005, 1.04576)  -0.27
C (4.15362, -3.23456, 1.22405)  -0.20
C (2.99097, -3.61374, 0.55489)  -0.21
C (2.35734, -2.73063, -0.28652)  -0.17
C (2.85865, -1.41838, -0.49669)  -0.19
C (2.15291, -0.51803, -1.29633)  -0.32
H (5.57195, -1.64618, 1.56708)  0.22
H (4.64740, -3.92242, 1.89814)  0.21
H (2.56971, -4.59861, 0.70985)  0.21
H (1.43129, -3.00292, -0.77837)  0.23
H (1.36667, -0.87974, -1.94145)  0.21
H (2.45787, 0.50930, -1.37926)  0.19

Cartesian forces, eV/Å:
-0.40 -0.13 0.08
0.34 0.14 -0.10
-0.11 0.10 0.13
0.06 -0.18 0.04
-0.01 -0.27 -0.04
0.40 0.19 0.10
-0.05 -0.06 -0.05
-0.32 -0.21 -0.02
-0.07 0.14 -0.09
0.18 -0.10 -0.01
-0.24 0.11 -0.04
-0.12 0.50 -0.03
0.02 -0.13 0.02
0.01 0.00 0.00
0.03 0.00 -0.01
0.03 0.01 0.02
-0.04 -0.03 0.00
0.02 -0.11 -0.18
0.13 0.54 0.18
-0.16 -0.15 0.28
-0.12 0.02 -0.12
0.09 -0.12 -0.11
-0.05 -0.07 0.01
-0.01 -0.03 0.04
-0.03 0.01 -0.01
-0.01 0.00 0.00
0.00 0.01 0.01
0.03 0.00 0.01
0.01 -0.01 0.00
-0.04 -0.01 0.04
0.11 0.06 -0.04
0.01 0.00 0.00
0.01 0.02 -0.02
-0.01 -0.01 0.00
0.23 -0.24 -0.09
-0.12 0.16 0.21
-0.05 -0.12 -0.06
0.09 0.08 0.06
0.10 0.00 -0.04
-0.11 -0.01 -0.03
-0.01 0.07 0.09
-0.02 0.03 -0.02
-0.02 -0.02 0.02
-0.02 0.01 0.00
0.02 -0.03 0.02
0.00 -0.01 -0.04
0.04 -0.01 -0.04
-0.09 0.00 0.03
-0.02 0.04 -0.05
0.03 -0.07 0.05
-0.01 -0.03 0.01
0.10 0.08 -0.06
0.02 -0.12 0.17
0.27 -0.14 -0.51
0.00 -0.01 0.01
-0.01 -0.01 -0.01
0.02 0.00 0.02
-0.01 0.02 0.00
-0.16 0.05 0.10
0.03 0.05 0.07